1.
DFT (ωB97M-V with the def2-TZVPD basis set) results for a molecular structure, C15H35AlBrCl3CsI2K2LiNO6P at a distorted geometry.

```
69
C15H35AlBrCl3CsI2K2LiNO6P, DFT ωB97M-V with the def2-TZVPD basis set
C 2.53 -0.30 0.00
C 3.44 0.18 -1.24
I 4.08 2.28 -0.77
C 2.68 0.29 -2.65
I 0.97 1.71 -2.62
Al 2.21 -1.54 -3.48
C 0.13 -1.90 -3.41
C -0.35 -1.85 -1.88
C -1.91 -1.62 -1.67
O -2.07 -1.07 -0.29
P 3.50 -3.21 -2.48
N 4.89 -3.65 -3.50
O 2.47 -4.58 -2.36
H 3.22 -0.35 0.93
H 2.10 -1.33 -0.11
H 1.78 0.48 0.25
H 4.33 -0.52 -1.39
H 3.41 0.78 -3.37
H 2.63 -1.54 -5.05
H -0.44 -1.18 -4.06
H -0.07 -2.93 -3.81
H 0.00 -2.81 -1.39
H 0.20 -1.00 -1.37
H -2.47 -2.59 -1.69
H -2.37 -0.86 -2.36
H -1.45 -0.30 -0.18
H 5.69 -3.04 -3.27
H 4.69 -3.47 -4.49
H 2.29 -4.65 -1.40
Li 5.37 -0.13 -2.73
C 0.59 3.13 1.55
Cl 1.93 2.69 2.59
Cl 0.03 1.73 0.62
H -0.24 3.50 2.16
H 0.91 3.91 0.86
K -3.64 -0.02 0.22
Cl 1.95 0.27 3.16
Cs -1.15 3.53 0.08
C -6.69 -1.57 -4.34
C -8.11 -2.09 -4.18
C -8.40 -1.78 -2.73
O -7.65 -0.61 -2.39
C -6.71 -0.34 -3.45
H -6.42 -1.35 -5.37
H -5.98 -2.31 -3.94
H -8.78 -1.52 -4.83
H -8.22 -3.15 -4.43
H -8.07 -2.59 -2.07
H -9.46 -1.60 -2.54
H -7.06 0.54 -4.00
H -5.73 -0.12 -3.02
O 2.42 2.30 9.95
C 3.04 2.29 8.92
O 2.43 2.63 7.77
C 3.11 2.85 6.53
C 3.31 1.54 5.78
C 4.47 1.82 8.88
H 4.05 3.39 6.69
H 2.47 3.51 5.94
H 3.93 0.85 6.34
H 3.78 1.73 4.81
H 2.35 1.05 5.62
H 4.48 0.74 8.79
H 4.95 2.11 9.81
H 5.05 2.27 8.08
Br 1.17 -2.85 -5.74
K 5.00 0.91 1.33
O -4.96 6.32 -0.96
H -5.57 7.00 -0.67
```

Results
E_HOMO, eV: -4.98
Total charge: 0
Max |F|, hartree/bohr: 0.385
LUMO energy, eV: -2.421
Spin multiplicity: 1
Frontier orbital gap, eV: 2.558

***

2.
DFT (ωB97M-V with the def2-TZVPD basis set) results for C2H3NO3 in the gas phase at a distorted geometry.

```
9
C2H3NO3, DFT ωB97M-V with the def2-TZVPD basis set
N -0.11 0.57 0.10
C 0.68 -0.52 -0.01
C -1.51 0.44 -0.04
O 1.98 -0.16 -0.01
O 0.34 -1.69 -0.06
O -2.24 -0.52 0.08
H 2.44 -1.03 0.00
H 0.36 1.46 0.03
H -1.94 1.45 -0.09
```

Results
E_HOMO, eV: -10.39
Relative energy (zero: lowest compared OMol25 entry of this formula, charge and spin), kcal per mole: 11.13
Total charge: 0
SMILES string: O=CNC(=O)O
Max |F|, hartree/bohr: 0.060
LUMO energy, eV: 0.506
Spin multiplicity: 1
Frontier orbital gap, eV: 10.895

***

3.
DFT (ωB97M-V with the def2-TZVPD basis set) results for C5H14N2 in the gas phase at a distorted geometry.

```
21
C5H14N2, DFT ωB97M-V with the def2-TZVPD basis set
C -1.83 -0.49 -2.09
N -1.33 -0.74 -0.79
C -1.46 1.31 0.71
C -0.55 0.41 -0.08
C 0.49 -0.30 0.83
N 1.77 -0.04 0.27
C 2.99 -0.18 1.13
H -2.31 0.52 -2.27
H -1.22 -0.73 -3.02
H -2.82 -1.08 -2.17
H -2.08 -1.08 -0.15
H -1.94 0.79 1.50
H -2.26 1.74 0.18
H -0.90 2.12 1.22
H -0.05 1.07 -0.84
H 0.19 -1.36 0.96
H 0.48 0.18 1.82
H 1.90 -0.56 -0.59
H 2.84 -0.66 2.13
H 3.47 0.79 1.23
H 3.81 -0.79 0.68
```

Results
E_HOMO, eV: -8.48
Relative energy (zero: lowest compared OMol25 entry of this formula, charge and spin), kcal per mole: 44.82
Total charge: 0
SMILES string: CNC[C@H](C)NC
Max |F|, hartree/bohr: 0.077
LUMO energy, eV: 1.141
Spin multiplicity: 1
Frontier orbital gap, eV: 9.623

***

4.
DFT (ωB97M-V with the def2-TZVPD basis set) results for a molecular structure, C40H42EuN7O2S3Te at a distorted geometry.

```
96
C40H42EuN7O2S3Te, DFT ωB97M-V with the def2-TZVPD basis set
Eu -0.37 1.60 0.35
N 2.34 4.09 -0.73
C 1.27 4.66 -0.18
N 0.10 4.06 -0.13
C -0.86 4.86 0.48
C -0.41 6.04 0.96
S 1.26 6.22 0.60
C -2.25 4.38 0.43
C -3.36 5.12 0.63
S -4.75 4.19 0.33
C -3.75 2.85 -0.15
N -2.48 3.08 -0.02
N -4.26 1.65 -0.60
H 2.25 3.15 -1.11
H 3.23 4.56 -0.80
H -0.97 6.81 1.47
H -3.42 6.16 0.92
H -5.25 1.54 -0.46
H -3.76 0.86 -0.22
C 5.26 -2.46 0.34
C 4.16 -1.47 0.09
C 4.24 -0.19 0.61
C 3.23 0.76 0.31
C 3.00 1.95 1.19
O 1.88 2.23 1.65
C 4.16 2.79 1.53
C 4.17 3.55 2.67
C 5.29 4.30 2.98
C 6.36 4.33 2.08
C 6.31 3.61 0.89
C 5.21 2.83 0.61
C 2.29 0.48 -0.71
O 1.60 1.40 -1.34
C 2.00 -0.92 -0.86
C 2.93 -1.87 -0.50
C 0.50 -1.13 -0.99
N -0.24 -1.24 0.06
C 0.38 -1.24 1.39
C 0.76 -2.59 1.91
Te -0.72 -4.08 1.52
C 0.16 -4.59 -0.32
C 1.40 -5.23 -0.31
C 2.05 -5.49 -1.50
C 1.45 -5.17 -2.71
C 0.20 -4.57 -2.72
C -0.43 -4.24 -1.53
C -0.15 -0.88 -2.31
C 0.50 -1.37 -3.46
C 0.00 -1.09 -4.72
C -1.04 -0.18 -4.85
C -1.66 0.35 -3.73
C -1.27 -0.07 -2.46
H 6.09 -2.02 0.91
H 5.68 -2.84 -0.59
H 4.92 -3.31 0.93
H 5.04 0.06 1.30
H 3.31 3.49 3.33
H 5.35 4.88 3.89
H 7.24 4.90 2.30
H 7.15 3.66 0.21
H 5.15 2.27 -0.31
H 2.76 -2.95 -0.68
H -0.34 -0.77 2.05
H 1.29 -0.62 1.39
H 0.94 -2.57 2.99
H 1.65 -2.99 1.43
H 1.85 -5.49 0.64
H 3.03 -5.95 -1.51
H 1.94 -5.39 -3.65
H -0.26 -4.30 -3.66
H -1.37 -3.72 -1.55
H 1.39 -1.98 -3.35
H 0.50 -1.49 -5.59
H -1.36 0.12 -5.85
H -2.45 1.08 -3.86
H -1.78 0.34 -1.63
C -7.04 -1.25 2.58
C -5.75 -1.78 3.17
N -4.63 -0.86 3.01
C -3.86 -0.74 1.91
S -2.64 0.45 1.94
N -4.18 -1.50 0.85
C -3.33 -1.82 -0.28
C -4.05 -1.73 -1.61
H -7.84 -1.97 2.75
H -6.93 -1.10 1.50
H -7.34 -0.30 3.03
H -5.46 -2.74 2.76
H -5.85 -1.96 4.24
H -4.40 -0.22 3.75
H -4.98 -2.09 0.96
H -2.94 -2.82 -0.14
H -2.45 -1.22 -0.22
H -4.95 -2.34 -1.65
H -3.38 -2.10 -2.39
H -4.29 -0.70 -1.90
```

Results
E_HOMO (spin up / spin down), eV: -9.67 / -9.73
Relative energy (zero: lowest compared OMol25 entry of this formula, charge and spin), kcal per mole: 0.00
Total charge: +1
Max |F|, hartree/bohr: 0.029
LUMO energy (spin up / spin down), eV: -2.194 / -2.195
Spin multiplicity: 8
Frontier orbital gap (spin up / spin down), eV: 7.477 / 7.533
<S²>: 15.759

***

5.
DFT (ωB97M-V with the def2-TZVPD basis set) results for a molecular structure, ClHNO2S2 at a distorted geometry.

```
7
ClHNO2S2, DFT ωB97M-V with the def2-TZVPD basis set
N 0.30 0.35 0.83
O -1.16 -0.54 -0.86
O -1.57 1.73 0.22
S 1.86 0.25 0.74
S -0.52 0.98 -0.47
Cl 2.25 -1.75 -0.37
H -1.15 -1.02 -0.08
```

Results
E_HOMO (spin up / spin down), eV: -2.06 / -4.84
Relative energy (zero: lowest compared OMol25 entry of this formula, charge and spin), kcal per mole: 0.00
Total charge: -1
Max |F|, hartree/bohr: 0.083
LUMO energy (spin up / spin down), eV: 3.740 / 2.328
Spin multiplicity: 3
Frontier orbital gap (spin up / spin down), eV: 5.802 / 7.172
<S²>: 2.006

***

- Number 1 is which compound?
  C15H35AlBrCl3CsI2K2LiNO6P

***

- Which formula does entry 2 have?
  C2H3NO3

***

Please write out number 2 again, unchanged.
DFT (ωB97M-V with the def2-TZVPD basis set) results for C2H3NO3 in the gas phase at a distorted geometry.

```
9
C2H3NO3, DFT ωB97M-V with the def2-TZVPD basis set
N -0.11 0.57 0.10
C 0.68 -0.52 -0.01
C -1.51 0.44 -0.04
O 1.98 -0.16 -0.01
O 0.34 -1.69 -0.06
O -2.24 -0.52 0.08
H 2.44 -1.03 0.00
H 0.36 1.46 0.03
H -1.94 1.45 -0.09
```

Results
E_HOMO, eV: -10.39
Relative energy (zero: lowest compared OMol25 entry of this formula, charge and spin), kcal per mole: 11.13
Total charge: 0
SMILES string: O=CNC(=O)O
Max |F|, hartree/bohr: 0.060
LUMO energy, eV: 0.506
Spin multiplicity: 1
Frontier orbital gap, eV: 10.895